Entry 1:
Density functional theory data (ωB97M-V/def2-TZVPD) for C24H34GaN5 as an isolated structure.

Energy relative to the best compared isomer or geometry (same formula, charge and spin) = 0.000 eV
Gap between HOMO and LUMO = 7.720 eV
Total energy = -85253.109 eV

Structure (ORCA input):
```
! wB97M-V def2-TZVPD RIJCOSX def2/J DEFGRID3
* xyz 2 1
Ga -0.5383 -17.1227 -1.4604
N -0.8800 -15.6025 -0.1616
C 0.2766 -14.6896 0.1524
C 1.6599 -15.3478 0.3758
C 2.1962 -16.0415 -0.9120
N 1.4230 -17.3067 -1.1289
H -1.5360 -14.9404 -0.6014
H -1.2638 -16.0536 0.6883
H 0.0547 -14.1802 1.1141
H 0.3598 -13.9752 -0.6768
H 1.7178 -16.0292 1.2331
H 2.2992 -14.4652 0.5027
H 3.3213 -16.3264 -0.7942
H 2.1612 -15.4451 -1.8048
H 1.5601 -17.9057 -0.2577
H 1.8092 -17.9077 -1.8235
C 2.2453 -19.8819 1.8265
C 0.8317 -20.1118 1.3062
C -0.3019 -19.4103 2.0361
C -0.2222 -19.3356 3.3880
C -1.1368 -18.6274 4.1266
C -2.1812 -17.9295 3.4896
C -2.3331 -18.0275 2.0959
C -3.5663 -17.3779 1.5117
C -4.8613 -17.2912 2.3405
C -1.3230 -18.6812 1.3695
N -1.2702 -18.6012 -0.0754
C -2.1226 -19.4187 -0.7926
C -2.2060 -19.2766 -2.1885
C -2.8029 -20.0427 -3.2582
C -2.2756 -19.5622 -4.4513
C -1.4097 -18.4930 -4.0748
N -1.2905 -18.3018 -2.7631
H 3.0091 -20.3069 1.1829
H 2.4165 -20.3900 2.7817
H 2.5023 -18.8397 1.9606
H 0.4958 -21.2034 1.4657
H 0.7037 -20.0528 0.2229
H 0.5935 -19.8146 3.9608
H -0.9855 -18.5480 5.2225
H -2.7544 -17.2031 4.0458
H -3.7140 -17.7561 0.4841
H -3.2237 -16.3411 1.3696
H -5.1810 -18.3433 2.5286
H -5.6421 -16.7978 1.8130
H -4.7260 -16.7605 3.3098
H -2.7429 -20.2056 -0.2921
H -3.5611 -20.8382 -3.1423
H -2.6152 -19.8666 -5.4019
H -0.6909 -18.0289 -4.7561
N -0.0366 -15.5983 -3.2937
C -0.7225 -14.3067 -3.2997
C -2.0735 -14.1710 -2.9544
C -2.6628 -12.9038 -2.9910
C -1.9575 -11.8479 -3.4968
C -0.6071 -11.9420 -3.7380
C 0.0484 -13.1829 -3.5626
H 0.9501 -15.4043 -3.5005
H -0.3677 -16.1275 -4.0864
H -2.6545 -15.1084 -2.8656
H -3.6548 -12.8275 -2.6661
H -2.4452 -10.8840 -3.6956
H 0.0352 -11.0550 -4.0417
H 1.1236 -13.2872 -3.8698
*
```

Entry 2:
Density functional theory data (ωB97M-V/def2-TZVPD) for an isolated molecule of C6H14OS.

Energy relative to the best compared isomer or geometry (same formula, charge and spin) = 2.040 eV
Gap between HOMO and LUMO = 9.320 eV
Total energy = -19329.379 eV

Structure (ORCA input):
```
! wB97M-V def2-TZVPD RIJCOSX def2/J DEFGRID3
* xyz 0 1
C -2.2946 -0.1727 -0.8229
C -0.1057 0.1246 1.6940
C -0.1245 1.9040 -0.0474
C -0.7630 -0.4217 -0.7674
C 2.1707 -1.6742 -0.3871
C 0.0218 0.4127 0.2250
O 2.6511 0.8850 0.3388
S 1.6964 0.1944 -0.4938
H -2.4839 0.9155 -0.8351
H -2.8325 -0.4868 0.1940
H 0.3367 -0.8400 2.1760
H 0.5586 0.8934 2.1483
H -1.1216 0.2406 2.1253
H 0.9234 2.3612 0.1592
H -0.8187 2.2934 0.7316
H -0.5021 1.9777 -1.1061
H -0.5948 -1.5524 -0.6050
H -2.7344 -0.8465 -1.6810
H -0.4703 0.0145 -1.7178
H 2.5296 -2.0981 0.4902
H 1.2032 -2.2347 -0.4788
H 2.7545 -1.8898 -1.3401
*
```

Entry 3:
Density functional theory data (ωB97M-V/def2-TZVPD) for an isolated molecule of C2H3FNO2P.

Gap between HOMO and LUMO = 9.329 eV
SMILES string = O=C(F)NC(=O)P
Total energy = -19712.053 eV

Structure (ORCA input):
```
! wB97M-V def2-TZVPD RIJCOSX def2/J DEFGRID3
* xyz 0 1
O 2.1019 0.1898 1.2847
C 1.5145 0.4160 0.2209
F 1.5157 1.7803 -0.2470
N 0.8494 -0.5620 -0.6358
C -0.4070 -1.0966 -0.0331
O -0.4529 -2.3074 0.2698
P -1.9571 -0.0126 0.2380
H 0.5905 -0.0575 -1.4987
H -1.7093 0.8688 1.3641
H -2.0455 0.7812 -0.9628
*
```

Entry 4:
Density functional theory data (ωB97M-V/def2-TZVPD) for a 3-piece molecular cluster, C31H66IN4O11P2 overall.

Gap between HOMO and LUMO = 9.533 eV
Total energy = -88377.450 eV

Structure (ORCA input):
```
! wB97M-V def2-TZVPD RIJCOSX def2/J DEFGRID3
* xyz 1 1
C 6.7728 -0.4847 -1.0399
C 6.0703 0.7487 -1.6438
C 4.5760 0.8427 -1.2646
C 3.5987 0.9610 -2.4418
C 3.7530 -0.1009 -3.5321
C 3.1000 -1.4793 -3.2322
N 1.9308 -1.3872 -2.3587
C 0.8033 -0.8050 -2.7214
N -0.0638 -0.8251 -1.7413
C 0.5188 -1.4328 -0.7032
N -0.0926 -1.5744 0.4789
C -1.4416 -0.9775 0.5646
C -2.6079 -1.9212 0.2109
C -2.2862 -3.0782 -0.7484
C -3.1839 -4.2814 -0.4759
O -4.4713 -4.0545 -1.0148
C 0.4054 -2.2192 1.6623
I 0.6594 -4.3724 1.5302
C 1.5415 -1.4370 2.3522
C 2.2976 -2.1886 3.4383
N 1.7736 -1.8368 -1.0714
C 2.8908 -2.5629 -0.4930
C 3.1268 -3.9503 -1.1234
C 4.6286 -4.3204 -1.0694
C 4.9259 -5.0203 0.2489
O 4.6076 -6.1629 0.4484
O 5.5198 -4.2991 1.2336
H 7.7705 -0.2453 -0.6782
H 6.1979 -0.9106 -0.2148
H 6.9010 -1.2697 -1.7911
H 6.5713 1.6125 -1.2071
H 6.2371 0.8059 -2.7178
H 4.4523 1.7524 -0.6738
H 4.3135 0.0287 -0.5833
H 3.7875 1.9275 -2.9138
H 2.5850 1.0223 -2.0409
H 4.8110 -0.3101 -3.6889
H 3.3775 0.2910 -4.4772
H 2.7424 -1.8799 -4.1790
H 3.8659 -2.1378 -2.8407
H 0.6509 -0.3624 -3.6936
H -1.5758 -0.6660 1.6021
H -1.4747 -0.0465 0.0077
H -3.0396 -2.3263 1.1267
H -3.3756 -1.3080 -0.2604
H -2.4698 -2.7421 -1.7701
H -1.2637 -3.4466 -0.6601
H -2.7000 -5.1694 -0.8997
H -3.2067 -4.4416 0.6084
H -5.1028 -4.5458 -0.4843
H -0.3947 -2.1808 2.3952
H 1.0771 -0.5428 2.7760
H 2.2530 -1.0628 1.6121
H 1.6426 -2.5269 4.2393
H 3.0005 -1.4872 3.8933
H 2.9076 -2.9996 3.0436
H 3.7966 -1.9836 -0.6844
H 2.8388 -2.6834 0.5824
H 2.6034 -4.7247 -0.5709
H 2.8191 -3.9497 -2.1672
H 5.2728 -3.4397 -1.1662
H 4.8440 -5.0057 -1.8844
H 5.7682 -3.4188 0.9303
O -2.3054 0.4626 5.9327
P -3.6995 0.0206 5.7911
O -4.2826 -0.5550 7.1607
C -3.8571 -0.0546 8.4367
C -4.8309 0.9644 8.9899
O -3.6696 -1.3208 4.8884
C -2.4708 -1.7584 4.2752
C -1.7716 -2.8104 5.1116
O -4.9999 0.5594 5.0685
C -5.6355 1.7852 5.4856
C -4.6768 2.9544 5.5593
H -2.8540 0.3690 8.3725
H -3.8067 -0.9167 9.1014
H -4.8359 1.8727 8.3832
H -4.5516 1.2419 10.0063
H -5.8448 0.5637 9.0033
H -1.8051 -0.9135 4.0777
H -2.7534 -2.1848 3.3079
H -1.6263 -2.4692 6.1362
H -0.7975 -3.0587 4.6842
H -2.3705 -3.7204 5.1576
H -6.1447 1.6209 6.4374
H -6.4086 1.9849 4.7461
H -3.8706 2.7678 6.2746
H -5.2030 3.8564 5.8700
H -4.2171 3.1359 4.5874
O -1.2314 5.2152 -3.6263
P -0.7653 4.2322 -4.6098
O -1.9603 3.6911 -5.5221
C -3.0839 4.5178 -5.8634
C -2.9296 5.1317 -7.2387
O -0.3882 2.8929 -3.7850
C -0.3773 2.8850 -2.3610
C -1.6833 2.3596 -1.8033
O 0.4855 4.0735 -5.5718
C 0.7005 4.9920 -6.6642
C 0.6688 6.4428 -6.2330
H -3.2364 5.2934 -5.1121
H -3.9581 3.8674 -5.8447
H -2.1084 5.8515 -7.2577
H -3.8414 5.6565 -7.5232
H -2.7212 4.3643 -7.9849
H -0.1519 3.8738 -1.9630
H 0.4438 2.2242 -2.0654
H -2.5438 2.8939 -2.2045
H -1.6996 2.4489 -0.7148
H -1.8015 1.3078 -2.0719
H -0.0272 4.7902 -7.4529
H 1.6803 4.7471 -7.0704
H -0.2960 6.7095 -5.7926
H 0.8427 7.0955 -7.0878
H 1.4357 6.6379 -5.4832
*
```

What did we get for molecular weight? Answer: 462.294, 134.244, 123.023, 859.738 g mol⁻¹, in the order shown.
What did we get for E_HOMO? Answer: -13.96, -8.60, -9.96, -12.05 eV, in the order shown.